1.
DFT (wB97M-V/def2-TZVPD) results for a structure of composition C56H57GeN4Pd.

Calculated values
lowest unoccupied orbital energy (alpha / beta): -7.8 / -7.8 eV
orbital gap (alpha / beta): 0.1660 / 0.1655 Ha

```
! wB97M-V def2-TZVPD RIJCOSX def2/J DEFGRID3
* xyz 2 2
Pd -0.388 -0.116 0.393
N -2.353 -0.145 2.817
C -1.434 -1.221 3.055
C -0.971 -1.338 4.382
C -0.678 -2.671 4.812
C 0.280 -4.102 3.469
C 0.602 -3.795 2.072
C 1.467 -4.521 1.253
C 1.428 -4.228 -0.082
C 0.547 -3.218 -0.572
N -0.210 -2.500 0.194
C -0.171 -2.721 1.565
H -3.207 -0.304 3.347
H -1.964 0.751 3.098
H -0.791 -0.459 4.988
H -0.951 -2.900 5.838
H 0.482 -5.132 3.752
H 2.079 -5.319 1.645
H 2.037 -4.776 -0.787
H 0.518 -3.007 -1.633
N -2.882 -1.095 0.239
C -3.254 -2.406 0.507
C -4.133 -3.036 -0.376
C -4.542 -4.336 -0.190
C -4.075 -5.051 0.903
C -3.174 -4.456 1.766
C -2.733 -3.135 1.606
C -1.567 -2.676 2.456
C -1.154 -3.584 3.680
C 0.855 -3.067 4.512
C 1.688 -1.953 4.006
C 1.282 -1.111 3.052
C 0.030 -1.191 2.252
H -2.939 -0.485 1.059
H -3.370 -0.689 -0.552
H -4.510 -2.468 -1.216
H -5.230 -4.788 -0.888
H -4.396 -6.067 1.076
H -2.802 -5.069 2.569
H -1.910 -4.306 3.956
H 1.307 -3.551 5.373
H 2.644 -1.782 4.482
H 1.928 -0.281 2.800
C 0.567 2.735 2.289
Ge 1.270 1.612 0.842
C 1.628 2.835 -0.649
C 2.659 2.646 -1.569
C 2.904 3.569 -2.573
C 2.132 4.718 -2.667
C 1.126 4.942 -1.741
C 0.882 4.010 -0.744
C 2.958 0.643 1.123
C 3.219 -0.298 0.151
C 4.411 -1.053 0.135
C 5.342 -0.858 1.115
C 5.115 0.082 2.150
C 6.072 0.263 3.182
C 5.848 1.144 4.199
C 4.648 1.883 4.232
C 3.716 1.737 3.243
C 3.918 0.839 2.164
H 1.282 3.530 2.500
H 0.377 2.177 3.208
H -0.366 3.191 1.965
H 3.300 1.774 -1.503
H 3.713 3.403 -3.271
H 2.331 5.445 -3.442
H 0.540 5.851 -1.785
H 0.101 4.222 -0.026
H 2.493 -0.466 -0.640
H 4.590 -1.765 -0.659
H 6.270 -1.412 1.114
H 6.988 -0.310 3.142
H 6.586 1.281 4.977
H 4.473 2.579 5.041
H 2.810 2.324 3.281
C -3.718 3.519 1.716
C -3.081 3.380 0.363
C -3.247 4.364 -0.612
C -2.605 4.271 -1.846
C -2.756 5.358 -2.869
C -1.822 3.166 -2.125
C -1.650 2.117 -1.186
C -2.283 2.293 0.072
N -0.919 0.983 -1.357
C -0.622 0.378 -2.671
C 0.745 -0.305 -2.591
C 1.023 -1.118 -3.861
C -0.067 -2.165 -4.106
C -1.430 -1.478 -4.186
C -1.420 -0.521 -5.376
C -0.318 0.517 -5.168
C 1.047 -0.161 -5.054
C -0.620 1.307 -3.890
C -1.697 -0.708 -2.889
H -4.584 4.177 1.682
H -3.013 3.945 2.433
H -4.050 2.553 2.094
H -3.866 5.225 -0.400
H -2.985 6.314 -2.402
H -3.566 5.125 -3.560
H -1.846 5.472 -3.456
H -1.270 3.173 -3.047
H -2.123 1.537 0.832
H 0.775 -0.935 -1.692
H 1.520 0.459 -2.469
H 1.996 -1.606 -3.757
H -0.078 -2.937 -3.333
H 0.137 -2.685 -5.044
H -2.218 -2.226 -4.312
H -2.389 -0.024 -5.473
H -1.250 -1.076 -6.300
H -0.312 1.220 -6.003
H 1.829 0.590 -4.921
H 1.274 -0.707 -5.971
H -1.594 1.781 -4.014
H 0.141 2.083 -3.756
H -1.697 -1.391 -2.031
H -2.681 -0.230 -2.932
*
```

2.
DFT (wB97M-V/def2-TZVPD) results for a structure of composition C56H57N8O5P3S2Ta in a non-equilibrium geometry.

Calculated values
lowest unoccupied orbital energy: -9.2 eV
orbital gap: 0.1737 Ha

```
! wB97M-V def2-TZVPD RIJCOSX def2/J DEFGRID3
* xyz 3 1
Ta 0.018 0.240 0.994
C -3.764 3.528 -6.157
S -2.297 4.020 -5.219
C -1.162 2.652 -5.633
C -0.390 2.176 -4.404
C -1.334 1.657 -3.326
N -0.646 1.160 -2.111
P -0.495 -0.473 -1.687
C 0.587 -1.159 -2.970
C 1.925 -1.465 -2.736
C 2.737 -1.903 -3.773
C 2.225 -2.003 -5.058
C 0.894 -1.686 -5.302
C 0.070 -1.284 -4.264
C -2.089 -1.245 -2.024
C -2.113 -2.600 -2.371
C -3.324 -3.258 -2.520
C -4.514 -2.570 -2.318
C -4.494 -1.221 -1.983
C -3.286 -0.560 -1.826
P 0.036 2.165 -0.948
C -0.817 3.731 -1.176
C -2.145 3.850 -0.753
C -2.853 5.007 -1.023
C -2.245 6.046 -1.719
C -0.926 5.932 -2.135
C -0.204 4.781 -1.860
C 1.773 2.480 -1.332
C 2.470 1.721 -2.264
C 3.844 1.882 -2.404
C 4.525 2.789 -1.604
C 3.828 3.568 -0.685
C 2.458 3.415 -0.547
H -4.491 4.328 -6.038
H -4.177 2.599 -5.767
H -3.520 3.424 -7.212
H -0.468 3.011 -6.391
H -1.757 1.842 -6.059
H 0.197 3.009 -4.006
H 0.305 1.387 -4.703
H -1.946 0.845 -3.721
H -2.012 2.460 -3.042
H 2.345 -1.352 -1.752
H 3.768 -2.166 -3.574
H 2.861 -2.331 -5.870
H 0.493 -1.763 -6.304
H -0.975 -1.082 -4.462
H -1.185 -3.135 -2.533
H -3.339 -4.303 -2.797
H -5.460 -3.083 -2.436
H -5.425 -0.685 -1.849
H -3.272 0.493 -1.569
H -2.621 3.028 -0.236
H -3.881 5.103 -0.696
H -2.803 6.946 -1.941
H -0.457 6.742 -2.678
H 0.824 4.701 -2.187
H 1.942 1.022 -2.896
H 4.376 1.309 -3.153
H 5.595 2.908 -1.712
H 4.353 4.302 -0.088
H 1.911 4.041 0.147
O 2.212 0.860 1.159
C 3.316 0.278 1.072
C 3.528 -1.073 0.737
C 4.847 -1.564 0.663
C 5.056 -2.855 0.294
C 3.989 -3.704 -0.030
C 2.700 -3.235 0.034
C 2.438 -1.917 0.437
O 1.194 -1.491 0.497
N 6.440 -3.362 0.194
O 6.573 -4.501 -0.186
O 7.325 -2.595 0.497
H 4.210 0.879 1.273
H 5.698 -0.930 0.884
H 4.207 -4.718 -0.339
H 1.860 -3.859 -0.243
S -3.914 2.326 2.294
C -4.374 0.801 1.670
C -3.312 0.093 1.209
C -2.060 0.781 1.341
C -2.274 2.019 1.926
C -1.192 2.920 2.266
C -1.360 4.201 2.768
C -0.246 4.956 3.087
C 1.013 4.396 2.924
C 1.110 3.114 2.421
N 0.034 2.393 2.076
H -5.411 0.500 1.696
H -3.429 -0.883 0.772
H -2.360 4.593 2.904
H -0.354 5.965 3.463
H 1.910 4.943 3.179
H 2.067 2.635 2.285
N 3.873 -2.368 5.989
C 3.107 -2.275 4.892
O 3.205 -2.999 3.916
C 2.043 -1.198 4.875
C 1.435 -0.605 5.972
C 0.400 0.298 5.756
C -0.005 0.567 4.465
N 0.581 -0.003 3.401
C 1.582 -0.858 3.615
H 4.575 -3.091 6.029
H 3.828 -1.711 6.747
H 1.730 -0.849 6.985
H -0.094 0.783 6.585
H -0.827 1.243 4.266
H 2.048 -1.332 2.764
C -3.404 -3.985 2.685
N -2.617 -3.372 3.753
C -1.551 -4.283 4.163
N -0.694 -4.661 3.041
C -1.518 -5.286 2.010
N -2.575 -4.387 1.549
C -2.043 -3.265 0.810
P -0.950 -2.191 1.900
C -2.094 -2.074 3.377
C 0.137 -3.592 2.547
H -4.169 -3.283 2.349
H -3.899 -4.870 3.082
H -2.005 -5.188 4.566
H -0.952 -3.817 4.947
H -1.982 -6.176 2.433
H -0.896 -5.581 1.164
H -2.853 -2.669 0.392
H -1.440 -3.632 -0.021
H -2.911 -1.392 3.141
H -1.538 -1.657 4.220
H 0.794 -3.227 3.335
H 0.765 -3.950 1.732
*
```

3.
DFT (wB97M-V/def2-TZVPD) results for a structure of composition C56H63IN3OPSb2Ti in a non-equilibrium geometry.

Calculated values
lowest unoccupied orbital energy (alpha / beta): 0.4 / 0.3 eV
orbital gap (alpha / beta): 0.2270 / 0.2657 Ha

```
! wB97M-V def2-TZVPD RIJCOSX def2/J DEFGRID3
* xyz 0 3
Ti 0.557 -0.475 0.788
C -2.441 -0.887 -1.752
C -2.900 -0.539 -0.339
C -3.277 -1.785 0.468
Sb -1.624 -2.626 1.600
C -2.237 -1.863 3.536
C -3.002 -0.715 3.695
C -3.321 -0.245 4.962
C -2.869 -0.913 6.090
C -2.139 -2.084 5.943
C -1.841 -2.560 4.675
C -2.759 -4.455 1.994
C -3.921 -4.428 2.759
C -4.608 -5.601 3.036
C -4.143 -6.815 2.547
C -2.993 -6.852 1.776
C -2.304 -5.676 1.505
Sb -0.603 -2.076 -1.829
C -1.484 -3.222 -3.491
C -1.992 -2.513 -4.579
C -2.518 -3.174 -5.677
C -2.548 -4.563 -5.703
C -2.055 -5.279 -4.626
C -1.526 -4.610 -3.526
C 0.445 -0.942 -3.353
C 0.443 0.442 -3.443
C 1.157 1.092 -4.445
C 1.883 0.361 -5.369
C 1.863 -1.026 -5.309
C 1.149 -1.668 -4.311
H -3.206 -1.481 -2.252
H -2.272 0.014 -2.347
H -3.759 0.141 -0.398
H -2.095 0.006 0.168
H -3.637 -2.567 -0.205
H -4.072 -1.575 1.184
H -3.350 -0.166 2.828
H -3.917 0.654 5.070
H -3.092 -0.528 7.077
H -1.799 -2.627 6.815
H -1.302 -3.494 4.570
H -4.290 -3.488 3.150
H -5.506 -5.568 3.641
H -4.680 -7.728 2.771
H -2.628 -7.795 1.389
H -1.400 -5.707 0.904
H -1.968 -1.429 -4.576
H -2.899 -2.606 -6.517
H -2.954 -5.080 -6.564
H -2.078 -6.362 -4.641
H -1.147 -5.182 -2.686
H -0.114 1.030 -2.728
H 1.141 2.175 -4.500
H 2.454 0.868 -6.137
H 2.407 -1.611 -6.040
H 1.127 -2.751 -4.280
I 1.612 -2.647 3.562
C 1.399 -0.774 4.534
C 1.993 -0.719 5.769
C 1.808 0.407 6.584
C 0.974 1.402 6.164
C 0.349 1.349 4.898
C -0.575 2.354 4.544
C -1.179 2.323 3.321
C -0.808 1.346 2.387
C 0.089 0.308 2.640
C 0.616 0.274 3.982
H 2.590 -1.549 6.116
H 2.300 0.462 7.546
H 0.765 2.255 6.800
H -0.808 3.127 5.268
H -1.937 3.055 3.065
H -1.289 1.432 1.416
C 2.331 -1.663 0.454
C 3.248 -1.777 -0.703
C 4.364 -0.941 -0.848
C 5.248 -1.079 -1.905
C 5.081 -2.095 -2.835
C 4.029 -2.981 -2.670
C 3.127 -2.820 -1.632
H 1.963 -2.674 0.662
H 2.934 -1.326 1.308
H 4.557 -0.189 -0.090
H 6.094 -0.405 -1.991
H 5.778 -2.208 -3.656
H 3.915 -3.814 -3.355
H 2.331 -3.546 -1.498
O 0.527 1.274 -0.338
P 0.719 2.735 -0.619
N 0.897 3.619 0.765
C 0.251 4.906 1.043
C 1.316 5.695 1.802
C 2.055 4.603 2.581
C 2.085 3.423 1.607
N 2.048 2.949 -1.586
C 2.681 4.266 -1.740
C 4.027 3.928 -2.369
C 4.417 2.642 -1.638
C 3.092 1.889 -1.541
N -0.555 3.412 -1.414
C -1.925 2.923 -1.223
C -2.473 2.875 -2.644
C -1.885 4.157 -3.235
C -0.468 4.209 -2.646
H -0.629 4.757 1.678
H -0.071 5.392 0.123
H 0.870 6.446 2.453
H 1.990 6.196 1.103
H 1.481 4.326 3.464
H 3.055 4.899 2.892
H 2.043 2.461 2.125
H 3.000 3.450 1.002
H 2.819 4.766 -0.772
H 2.089 4.925 -2.374
H 4.753 4.731 -2.253
H 3.893 3.725 -3.433
H 4.800 2.886 -0.644
H 5.171 2.062 -2.168
H 3.009 1.307 -0.626
H 2.960 1.208 -2.381
H -2.507 3.632 -0.619
H -1.921 1.960 -0.714
H -3.560 2.841 -2.679
H -2.069 2.005 -3.167
H -2.460 5.017 -2.888
H -1.872 4.164 -4.323
H -0.170 5.240 -2.431
H 0.263 3.771 -3.328
*
```